# 1
Entry from the Open Molecules 2025 dataset: the molecule C20H22N4 (ωB97M-V with the def2-TZVPD basis set).

Atoms and positions in Å:
N  -1.217  -4.778  -3.632
N  0.655  1.263  0.002
N  -2.315  -1.546  -0.003
N  -0.346  -0.545  -0.901
C  -1.308  -2.561  -1.845
C  1.623  1.241  1.156
C  -2.339  -3.472  -1.981
C  2.763  0.277  0.923
C  -2.680  1.476  2.949
C  -0.263  -2.882  -2.649
C  -2.333  -0.605  0.940
C  -3.451  -0.591  1.858
C  -3.522  0.379  2.829
C  -2.238  -4.568  -2.803
C  -0.309  -3.785  -3.710
C  -1.321  -1.485  -0.911
C  -0.448  0.343  0.040
C  2.434  -1.117  1.552
C  2.641  3.207  -0.082
C  0.958  1.797  -1.324
C  -1.699  1.565  1.877
C  -1.467  0.484  0.941
C  1.609  3.150  -1.165
C  2.192  2.713  1.264
H  -4.364  0.294  3.567
H  -3.003  2.234  3.644
H  0.069  1.881  -1.921
H  3.496  2.677  -0.345
H  0.594  -3.764  -4.276
H  0.826  3.913  -1.045
H  2.366  -0.897  2.682
H  1.942  3.498  -2.257
H  2.968  4.151  0.067
H  3.648  0.697  1.427
H  3.220  -1.792  1.276
H  1.391  3.389  1.694
H  -3.317  -3.409  -1.384
H  3.019  2.675  1.978
H  3.060  0.187  -0.144
H  -3.033  -5.319  -2.800
H  -1.115  2.463  1.802
H  0.637  -2.283  -2.615
H  1.618  1.193  -1.825
H  1.107  0.996  2.132
H  1.488  -1.421  1.160
H  -4.237  -1.321  1.857

- HOMO-LUMO gap: 7.8 eV
- LUMO: -0.015 hartree
- SMILES: CC[C@H]1CCCCN1c1nc(-c2ccncc2)nc2ccccc12
- HOMO energy: -8.2 eV
- Charge: 0
- Energy above the lowest of the compared OMol25 structures with the same formula, charge and spin: 263.48 kJ/mol



# 2
Entry from the Open Molecules 2025 dataset: a structure of composition C41H45F5Ge2OS4SbSe2Tc (ωB97M-V with the def2-TZVPD basis set).

Atoms and positions in Å:
Sb  0.371  3.343  0.422
Tc  2.113  -0.501  0.713
Se  -1.970  0.014  0.846
Se  4.070  -0.956  -0.379
Ge  1.264  -2.874  0.485
Ge  -1.081  -3.562  0.945
S  0.760  0.457  5.384
S  3.077  2.178  4.819
S  0.770  -0.663  2.571
S  3.254  1.211  1.966
F  -6.383  0.433  -1.965
F  -6.869  -0.232  2.670
F  -7.992  0.175  0.223
F  -4.203  -0.320  2.950
F  -3.712  0.380  -1.708
O  1.907  2.012  7.176
C  0.812  6.575  0.488
C  -0.867  0.639  -5.411
C  4.339  -4.115  3.192
C  -6.652  0.112  0.351
C  -2.140  3.657  2.080
C  3.100  -4.415  -3.081
C  0.716  3.492  -1.768
C  -5.828  0.250  -0.751
C  3.642  -4.575  4.299
C  2.897  -3.931  -1.796
C  2.257  -4.649  4.248
C  1.582  -4.253  3.101
C  0.647  -0.201  -2.106
C  -1.007  -5.563  0.931
C  -4.701  -0.127  1.722
C  2.465  1.213  3.483
C  1.263  -0.803  -4.365
C  1.615  -3.784  -1.270
C  -2.411  5.014  -0.008
C  3.655  -3.718  2.051
C  1.170  5.276  1.206
C  1.012  -0.271  -0.945
C  -1.808  3.750  0.595
C  2.018  -4.775  -3.872
C  -4.456  0.216  -0.603
C  0.735  -4.656  -3.358
C  -2.432  -3.141  -0.457
C  -0.702  0.565  -4.037
C  0.375  -0.146  -3.499
C  1.404  0.420  3.750
C  2.162  3.097  -2.051
C  -6.074  -0.088  1.593
C  2.263  -3.778  1.981
C  -1.941  -3.127  2.681
C  -3.825  0.033  0.635
C  1.086  -0.724  -5.734
C  1.911  1.626  6.031
C  0.023  -0.001  -6.263
C  0.375  4.796  -2.478
C  2.684  5.135  1.336
C  0.541  -4.160  -2.076
H  1.409  6.693  -0.417
H  -2.089  -2.346  -1.118
H  4.217  -3.331  1.209
H  2.322  2.978  -3.129
H  0.501  -4.297  3.088
H  -1.865  2.681  2.482
H  0.737  5.301  2.212
H  -1.670  -3.844  3.460
H  1.700  -4.993  5.111
H  -0.343  -5.934  1.714
H  -2.103  5.908  0.539
H  -3.505  4.955  0.050
H  -0.240  6.615  0.210
H  -2.225  2.884  0.079
H  -1.610  4.431  2.646
H  2.855  3.865  -1.693
H  4.108  -4.492  -3.474
H  0.449  4.659  -3.565
H  -2.144  5.134  -1.056
H  -0.120  -4.935  -3.964
H  2.085  -1.362  -3.935
H  -0.470  -4.056  -1.703
H  -3.215  3.792  2.247
H  -3.023  -3.160  2.540
H  -1.689  1.212  -5.824
H  1.786  -1.216  -6.399
H  -2.658  -4.033  -1.049
H  -0.629  -5.922  -0.028
H  -2.004  -5.980  1.094
H  3.156  5.119  0.350
H  4.171  -4.856  5.202
H  -1.401  1.051  -3.369
H  3.111  5.976  1.898
H  -3.351  -2.806  0.024
H  2.423  2.150  -1.574
H  -1.675  -2.126  3.011
H  2.963  4.213  1.849
H  3.755  -3.639  -1.203
H  5.420  -4.038  3.226
H  -0.635  5.136  -2.256
H  -0.111  0.063  -7.337
H  0.062  2.698  -2.141
H  2.170  -5.134  -4.883
H  1.069  5.590  -2.199
H  1.022  7.437  1.135

- HOMO-LUMO gap (alpha / beta): 5.0 / 5.4 eV
- LUMO (alpha / beta): 0.113 / 0.126 hartree
- 2S+1: 3
- HOMO energy (alpha / beta): -2.0 / -2.0 eV
- Charge: -2
- Energy above the lowest of the compared OMol25 structures with the same formula, charge and spin: 172.05 kJ/mol



# 3
Entry from the Open Molecules 2025 dataset: a cluster of 2 separate species, C2H7N3O in total (ωB97M-V with the def2-TZVPD basis set).

Atoms and positions in Å:
O  -0.474  1.947  1.323
N  -0.859  -2.802  0.143
N  -0.526  -1.418  0.105
N  -1.193  -0.600  -0.531
C  0.251  1.088  0.576
C  1.101  1.592  -0.553
H  0.109  -1.229  0.946
H  -0.081  -3.248  0.600
H  1.740  0.757  -0.865
H  0.332  1.606  -1.361
H  -0.539  2.774  0.821
H  -1.274  -3.145  -0.706
H  1.412  2.679  -0.498

- HOMO-LUMO gap: 8.5 eV
- LUMO: 0.039 hartree
- HOMO energy: -7.5 eV
- Charge: 0
- Energy above the lowest of the compared OMol25 structures with the same formula, charge and spin: 704.73 kJ/mol



# 4
Entry from the Open Molecules 2025 dataset: a structure of composition C11H21Br2N3O5P (ωB97M-V with the def2-TZVPD basis set).

Atoms and positions in Å:
Br  2.206  3.602  2.554
Br  5.256  2.922  1.436
P  0.727  -1.716  0.083
O  -0.178  -2.247  -1.145
O  1.782  -0.525  -4.733
O  1.850  -0.017  -2.561
O  0.277  0.913  -3.887
O  -5.879  -0.824  1.230
N  -0.181  -0.338  0.744
N  0.732  1.122  -0.796
N  1.489  1.251  1.411
C  -3.563  -0.121  1.022
C  4.021  1.336  -0.538
C  -2.605  -0.517  -0.112
C  -4.520  -1.233  1.448
C  2.422  2.308  1.111
C  1.284  0.134  -3.793
C  0.720  0.728  0.458
C  -0.606  0.754  -1.330
C  3.831  1.709  0.935
C  -1.304  0.248  -0.059
C  0.436  -2.980  1.370
H  1.352  -3.559  1.465
H  -1.534  1.187  0.466
H  -3.094  -0.311  -1.065
H  0.409  -2.369  -1.909
H  -2.426  -1.589  -0.045
H  -6.376  -1.568  0.888
H  2.106  2.800  0.198
H  3.619  2.111  -1.188
H  0.137  -2.533  2.316
H  5.078  1.231  -0.761
H  -4.415  -1.405  2.521
H  -4.312  -2.149  0.894
H  -2.946  0.141  1.884
H  -1.148  1.603  -1.736
H  -4.146  0.753  0.739
H  3.491  0.416  -0.788
H  1.523  0.612  -1.518
H  1.401  0.888  2.345
H  -0.358  -3.663  1.061
H  -0.472  0.077  -2.162
H  3.913  0.818  1.550

- HOMO-LUMO gap: 5.4 eV
- LUMO: 0.082 hartree
- HOMO energy: -3.1 eV
- Charge: -1



# 5
Entry from the Open Molecules 2025 dataset: the molecule C2H4N2S (ωB97M-V with the def2-TZVPD basis set).

Atoms and positions in Å:
S  -1.275  -2.473  0.355
N  -0.237  0.395  0.678
N  0.095  -0.287  -0.445
C  -0.299  -1.579  -0.596
C  0.126  1.612  0.777
H  0.884  0.097  -1.039
H  0.130  -2.008  -1.504
H  0.879  2.120  0.139
H  -0.303  2.123  1.636

- HOMO-LUMO gap: 8.6 eV
- LUMO: 0.009 hartree
- SMILES: C=NNC=S
- HOMO energy: -8.4 eV
- Charge: 0
- Energy above the lowest of the compared OMol25 structures with the same formula, charge and spin: 143.30 kJ/mol



# 6
Entry from the Open Molecules 2025 dataset: a structure of composition C11H26N4O7Ru (ωB97M-V with the def2-TZVPD basis set).

Atoms and positions in Å:
Ru  0.025  0.408  -0.658
O  -0.705  -1.608  1.032
O  -2.646  0.113  0.563
O  -0.866  3.527  -1.423
O  -1.604  1.224  -1.758
O  -1.489  -1.511  -2.478
O  2.762  -0.605  0.303
O  1.843  1.119  1.756
N  0.696  1.224  1.142
N  -0.270  -1.154  -1.874
N  1.740  -0.752  -0.547
N  -1.567  0.796  0.537
C  -0.160  2.123  1.699
C  -1.470  1.973  1.206
C  0.726  -1.996  -2.195
C  0.511  -3.087  -3.179
C  -2.636  2.862  1.408
C  0.902  2.062  -1.572
C  3.081  -2.681  -1.418
C  -0.530  -3.199  2.833
C  0.328  3.036  2.752
C  1.886  -1.787  -1.409
C  -0.263  -1.788  2.386
H  0.827  1.842  -2.644
H  -2.714  3.598  0.597
H  1.142  3.659  2.354
H  -1.991  1.132  -2.661
H  0.806  -1.559  2.404
H  -0.260  -2.843  -3.911
H  -1.012  4.089  -2.208
H  -1.603  -3.374  2.936
H  -3.566  2.291  1.459
H  3.734  -2.437  -0.574
H  1.978  2.156  -1.358
H  3.646  -2.570  -2.357
H  0.216  -4.020  -2.686
H  -2.518  3.418  2.340
H  0.282  3.119  -1.445
H  -0.779  -1.065  3.041
H  -0.064  -3.369  3.803
H  -2.097  -0.748  -2.331
H  2.413  0.180  0.988
H  -1.383  2.324  -1.656
H  -1.656  -1.327  1.035
H  0.714  2.469  3.613
H  -0.493  3.683  3.094
H  -0.116  -3.916  2.118
H  2.762  -3.734  -1.340
H  1.438  -3.301  -3.715

- HOMO-LUMO gap (alpha / beta): 5.4 / 5.8 eV
- LUMO (alpha / beta): -0.159 / -0.227 hartree
- 2S+1: 6
- HOMO energy (alpha / beta): -9.8 / -12.0 eV
- Charge: +1
- Energy above the lowest of the compared OMol25 structures with the same formula, charge and spin: 245.64 kJ/mol



Number 1: largest force on an atom 0.100 Eh/bohr. Number 2: largest force on an atom 0.021 Eh/bohr. Number 3: largest force on an atom 0.070 Eh/bohr. Number 4: largest force on an atom 0.071 Eh/bohr. Number 5: largest force on an atom 0.034 Eh/bohr. Number 6: largest force on an atom 0.077 Eh/bohr.